1.
The following is a quantum chemistry calculation of C13H11F6N5O6PdS2 as an isolated structure, from the OMol25 dataset.

```
! wB97M-V def2-TZVPD RIJCOSX def2/J DEFGRID3
* xyz 2 1
Pd -0.0323 0.0210 0.0184
N -2.2278 0.0407 1.4765
N -2.6272 -1.2913 1.5369
C -1.8783 -2.2030 0.8971
O -2.0221 -3.3844 0.8089
O -0.7714 -1.8076 0.2217
H -2.0327 0.3932 2.4099
H -2.9503 0.6060 1.0384
H -3.4520 -1.5852 2.0425
C -2.0514 2.9060 -2.4248
C -1.8568 4.0773 -1.7122
C -1.1490 4.0474 -0.5137
C -0.6563 2.8468 -0.0528
N -0.8664 1.7115 -0.7621
C -1.5351 1.7278 -1.9199
C 0.1358 2.6729 1.1692
C 0.4985 3.6853 2.0295
C 1.2860 3.3863 3.1380
C 1.6959 2.0821 3.3582
C 1.3061 1.1033 2.4638
N 0.5410 1.4025 1.4089
H -2.5872 2.8925 -3.3632
H -2.2443 5.0160 -2.0859
H -0.9802 4.9582 0.0413
H -1.6348 0.7823 -2.4362
H 0.1859 4.7019 1.8425
H 1.5812 4.1747 3.8179
H 2.3155 1.8146 4.2023
H 1.6085 0.0696 2.5665
F 0.5546 -1.2369 -4.6850
C 1.3258 -1.9127 -3.8519
F 2.4334 -1.2356 -3.6021
F 1.5958 -3.1063 -4.3230
S 0.3939 -2.1283 -2.2609
O 0.2181 -0.6638 -1.8810
O -0.8072 -2.8365 -2.5085
N 1.4467 -2.8244 -1.3437
S 1.9105 -2.4731 0.1043
O 1.6869 -0.9982 0.4085
O 1.5269 -3.3673 1.1335
C 3.7596 -2.4681 -0.0567
F 4.2662 -2.0835 1.1013
F 4.1396 -3.6872 -0.3554
F 4.0965 -1.6156 -1.0093
*
```

Summary:
Energy above the lowest of the compared OMol25 structures with the same formula, charge and spin: 12.14 kcal per mole
HOMO (spin up / spin down): -16.7 / -16.7 eV
Orbital gap (spin up / spin down): 5.79 / 5.80 eV
Largest force on an atom: 0.9 eV Å⁻¹
Calculated total energy: -74828.4042 eV

Atomic partial charges in e from the Löwdin method, atoms 1 to 5: number 1, Pd, carries 1.32; number 2, N, carries 0.07; number 3, N, carries 0.06; number 4, C, carries -0.58; number 5, O, carries 0.28


2.
The following is a quantum chemistry calculation of C13H11I2N2O5ReS as an isolated structure, from the OMol25 dataset.

```
! wB97M-V def2-TZVPD RIJCOSX def2/J DEFGRID3
* xyz 1 4
Re -0.5638 -1.2643 -0.1940
I -3.8584 5.0880 -0.7103
C -2.6072 3.4453 -0.9313
C -2.7020 2.6522 -2.0707
C -1.8723 1.5507 -2.2323
I -2.1330 0.2918 -3.8563
C -0.9317 1.2760 -1.2629
O -0.0659 0.2005 -1.3349
C -0.8532 2.0441 -0.1122
C 0.1505 1.6106 0.9071
N -0.1417 0.2091 1.3791
C 0.9797 -0.3315 2.1964
C 2.0065 -0.9584 1.2920
C 3.3598 -0.9704 1.5538
C 4.2051 -1.6356 0.6769
C 3.6782 -2.2674 -0.4396
C 2.3173 -2.2116 -0.6506
N 1.5033 -1.5671 0.2020
C -1.6919 3.1352 0.0640
H -3.4338 2.8815 -2.8321
H 0.1590 2.2706 1.7759
H 1.1524 1.5814 0.4721
H -0.9769 0.2466 1.9659
H 0.5798 -1.0967 2.8665
H 1.4231 0.4541 2.8101
H 3.7445 -0.4691 2.4306
H 5.2698 -1.6578 0.8648
H 4.3069 -2.7919 -1.1435
H 1.8511 -2.6821 -1.5058
H -1.6258 3.7388 0.9591
O -3.2920 -3.1586 0.5795
S -2.8145 -2.6310 -0.6468
O -3.4164 -2.9228 -1.8853
O -1.1961 -2.9770 -0.7125
O -2.5101 -1.0833 -0.4745
*
```

Summary:
HOMO (spin up / spin down): -11.4 / -11.4 eV
Orbital gap (spin up / spin down): 7.16 / 6.21 eV
⟨S²⟩: 3.77
Largest force on an atom: 1.0 eV Å⁻¹
Calculated total energy: -56037.4483 eV

Atomic partial charges in e from the Löwdin method, atoms 1 to 5: number 1, Re, carries 1.76; number 2, I, carries 0.94; number 3, C, carries -0.73; number 4, C, carries -0.19; number 5, C, carries -0.65


3.
The following is a quantum chemistry calculation of C13H11N6O10P2SW as an isolated structure in a non-equilibrium geometry, from the OMol25 dataset.

```
! wB97M-V def2-TZVPD RIJCOSX def2/J DEFGRID3
* xyz 1 1
W -0.2088 0.3997 0.5439
N 3.8091 1.5831 -0.9477
C 2.5693 1.3374 -1.3859
N 1.8637 0.8612 -0.3866
C 2.7359 0.8688 0.6650
N 3.9317 1.2932 0.3620
C 2.3533 0.4137 2.0237
C 3.2835 0.1807 3.0205
N 2.9100 -0.2887 4.2101
C 1.6237 -0.5317 4.4066
C 0.6694 -0.3031 3.4174
N 1.0575 0.1781 2.2419
H 4.5916 1.9618 -1.4583
H 2.2360 1.4960 -2.3979
H 4.3357 0.3608 2.8453
H 1.3252 -0.9214 5.3710
H -0.3851 -0.4925 3.5623
O -4.0659 1.7451 -0.0826
P -2.5697 1.4777 0.1831
O -1.5552 1.0701 -0.9139
O -2.0198 0.7289 1.4353
O -2.1721 3.0271 0.5523
P -0.7799 3.3878 1.3089
O -0.9022 2.8072 2.7885
O -0.3838 4.7844 1.3408
O 0.1592 2.3285 0.5945
H -4.5837 0.9442 -0.2648
H -0.9183 3.5435 3.4144
O -3.1319 -3.1426 -0.0409
S -2.5918 -1.9067 -0.4829
O -3.4529 -0.7517 -0.4262
N -1.1642 -1.5439 0.3378
C -0.1016 -1.5950 -0.5265
O 0.9939 -1.3735 0.0578
C -0.4400 -1.8922 -1.9385
C 0.3990 -2.0591 -3.0210
C -0.1786 -2.4494 -4.2261
C -1.5473 -2.6785 -4.3234
C -2.3901 -2.5173 -3.2267
C -1.8026 -2.1008 -2.0512
H 1.4667 -1.9125 -2.9258
H 0.4482 -2.6019 -5.0940
H -1.9647 -3.0100 -5.2647
H -3.4524 -2.7067 -3.2976
*
```

Summary:
Energy above the lowest of the compared OMol25 structures with the same formula, charge and spin: 27.07 kcal per mole
HOMO (spin up / spin down): -11.8 / -12.1 eV
Orbital gap (spin up / spin down): 7.46 / 7.29 eV
Largest force on an atom: 2.7 eV Å⁻¹
Calculated total energy: -74314.9179 eV

Atomic partial charges in e from the Löwdin method, atoms 1 to 5: number 1, W, carries 1.76; number 2, N, carries 0.07; number 3, C, carries -0.07; number 4, N, carries 0.01; number 5, C, carries -0.29


4.
The following is a quantum chemistry calculation of an isolated molecule of C13H11NO3 in a non-equilibrium geometry, from the OMol25 dataset.

```
! wB97M-V def2-TZVPD RIJCOSX def2/J DEFGRID3
* xyz 0 1
O 3.0013 -0.9924 -0.5614
O -0.3116 -0.3798 1.7775
O 2.0167 -2.0301 4.1610
C 1.9369 -0.9702 0.0873
C 1.9445 -1.3040 1.4353
C -0.2460 -0.0556 0.4290
C 0.7611 -0.3468 -0.4540
C 0.8019 -1.0592 2.2438
C -3.0901 1.7580 -0.8702
C -2.7094 1.9558 -2.2043
C -2.3640 1.1216 0.1483
C -1.4244 1.3854 -2.5807
C -1.1098 0.7150 -0.2699
C -0.6592 0.8023 -1.5696
N 0.5768 0.3241 -1.7268
C 0.8123 -1.4176 3.7498
C 1.3866 0.1604 -2.9921
H 1.7260 -2.5549 4.8801
H 2.8055 -1.8376 1.7993
H -4.0753 2.1606 -0.5859
H -3.3540 2.4927 -2.9394
H -2.7875 0.8981 1.1219
H -1.1673 1.4327 -3.6371
H 0.6681 -0.5507 4.3573
H -0.0630 -2.0109 4.0481
H 2.3485 0.7938 -2.8854
H 1.6429 -0.9057 -2.9957
H 0.9326 0.4152 -3.9658
*
```

Summary:
Energy above the lowest of the compared OMol25 structures with the same formula, charge and spin: 10.65 kcal per mole
HOMO: -8.1 eV
SMILES: Cn1c2ccccc2c2oc(CO)cc(=O)c21
Orbital gap: 8.31 eV
Largest force on an atom: 5.4 eV Å⁻¹
Calculated total energy: -21289.7173 eV

Atomic partial charges in e from the Löwdin method, atoms 1 to 5: number 1, O, carries 0.03; number 2, O, carries 0.11; number 3, O, carries -0.03; number 4, C, carries -0.39; number 5, C, carries 0.08